Entry from the Open Molecules 2025 dataset: a cluster of 11 separate species, C40H80Br4O18S9 in total in a non-equilibrium geometry (ωB97M-V/def2-TZVPD).

Atoms and positions in Å:
C: -1.827 1.998 -3.530
C: -2.713 3.254 -3.707
C: -3.860 2.993 -4.676
S: -3.634 1.299 -5.318
O: -3.678 1.329 -6.763
O: -4.469 0.418 -4.516
C: -1.892 1.179 -4.819
H: -2.080 1.460 -2.620
H: -0.803 2.347 -3.385
H: -2.117 4.098 -4.068
H: -3.001 3.714 -2.758
H: -3.812 3.649 -5.542
H: -4.868 3.005 -4.265
H: -1.383 1.749 -5.596
H: -1.597 0.135 -4.772
C: 4.993 -3.843 3.498
C: 3.568 -4.310 3.273
C: 2.667 -3.111 2.911
S: 3.844 -1.856 2.219
O: 4.008 -0.719 3.104
O: 3.477 -1.621 0.833
C: 5.337 -2.905 2.357
H: 5.689 -4.678 3.397
H: 5.228 -3.298 4.414
H: 3.228 -4.883 4.135
H: 3.566 -5.002 2.426
H: 2.172 -2.788 3.824
H: 1.963 -3.394 2.136
H: 6.223 -2.278 2.306
H: 5.303 -3.417 1.388
C: 1.850 2.423 6.336
C: 2.646 2.643 5.020
C: 2.887 1.238 4.442
S: 1.412 0.280 4.847
O: 1.810 -0.958 5.476
O: 0.539 0.232 3.683
C: 0.724 1.439 6.081
H: 1.633 3.398 6.764
H: 2.545 1.847 6.955
H: 3.604 3.077 5.295
H: 2.068 3.163 4.256
H: 3.664 0.705 4.993
H: 3.118 1.130 3.396
H: 0.482 0.846 6.960
H: -0.169 1.895 5.659
C: 2.517 2.307 -1.758
C: 4.019 2.017 -1.694
C: 4.304 1.766 -0.215
S: 3.224 2.919 0.705
O: 3.984 4.050 1.162
O: 2.375 2.189 1.646
C: 2.176 3.371 -0.734
H: 1.958 1.417 -1.448
H: 2.165 2.377 -2.788
H: 4.531 2.904 -2.077
H: 4.320 1.183 -2.326
H: 5.348 1.875 0.075
H: 4.028 0.766 0.129
H: 2.461 4.357 -1.103
H: 1.167 3.372 -0.327
C: 2.612 -4.411 -0.930
C: 1.246 -4.478 -1.600
C: 1.566 -4.915 -3.046
S: 2.690 -6.329 -2.787
O: 3.738 -6.193 -3.771
O: 1.975 -7.578 -2.688
C: 3.253 -5.773 -1.154
H: 2.523 -4.149 0.123
H: 3.214 -3.650 -1.429
H: 0.698 -3.541 -1.532
H: 0.606 -5.298 -1.257
H: 2.041 -4.085 -3.567
H: 0.793 -5.333 -3.691
H: 4.339 -5.747 -1.240
H: 2.990 -6.563 -0.451
C: 3.925 -0.135 -5.357
C: 2.718 -0.497 -4.484
C: 1.621 -1.014 -5.384
S: 1.748 -0.081 -6.924
O: 0.824 1.027 -6.891
O: 1.786 -1.041 -8.003
C: 3.402 0.612 -6.577
H: 4.430 -1.046 -5.685
H: 4.647 0.533 -4.888
H: 2.434 0.406 -3.930
H: 3.069 -1.117 -3.657
H: 0.601 -0.955 -5.008
H: 1.812 -2.058 -5.637
H: 3.152 1.649 -6.345
H: 3.977 0.632 -7.500
C: -4.413 1.699 -1.626
C: -4.882 2.406 -0.356
C: -4.544 1.502 0.806
S: -4.745 -0.218 0.152
O: -5.939 -0.827 0.690
O: -3.460 -0.901 0.188
C: -5.038 0.301 -1.560
H: -3.342 1.494 -1.683
H: -4.636 2.233 -2.547
H: -5.960 2.547 -0.431
H: -4.329 3.342 -0.321
H: -5.136 1.569 1.715
H: -3.452 1.466 1.001
H: -6.124 0.380 -1.623
H: -4.627 -0.464 -2.213
C: -1.610 5.529 2.099
C: -0.134 5.213 1.822
C: 0.017 3.745 1.490
S: -1.342 3.485 0.352
O: -1.897 2.148 0.386
O: -0.974 4.022 -0.955
C: -2.468 4.683 1.123
H: -1.768 6.576 1.836
H: -2.006 5.387 3.100
H: 0.491 5.593 2.631
H: 0.205 5.776 0.947
H: -0.165 3.129 2.366
H: 0.899 3.426 0.934
H: -3.078 3.995 1.711
H: -3.025 5.246 0.382
C: -3.703 -2.038 4.082
C: -4.986 -1.215 4.320
C: -4.694 -0.213 5.420
S: -2.937 0.228 5.230
O: -2.332 -0.084 6.495
O: -2.791 1.546 4.615
C: -2.563 -1.042 3.905
H: -3.863 -2.700 3.229
H: -3.459 -2.741 4.885
H: -5.903 -1.773 4.483
H: -5.062 -0.697 3.360
H: -4.771 -0.698 6.391
H: -5.307 0.682 5.349
H: -1.536 -1.370 4.022
H: -2.715 -0.379 3.053
Br: -2.144 -3.456 -3.589
C: -2.304 -3.628 -1.660
C: -3.503 -4.333 -1.108
Br: -5.195 -3.435 -1.617
H: -2.296 -2.619 -1.259
H: -1.429 -4.152 -1.279
H: -3.493 -4.346 -0.021
H: -3.644 -5.343 -1.484
Br: -0.152 -0.809 -2.155
C: -0.749 -0.093 -0.423
C: -0.055 -0.715 0.776
Br: -0.642 -2.551 1.066
H: -1.814 -0.288 -0.343
H: -0.550 0.973 -0.487
H: -0.309 -0.155 1.670
H: 1.026 -0.658 0.651

Output
LUMO level ... 0.0 eV
Strongest force on any atom ... 2.160 eV Å⁻¹
Energy above the lowest of the compared OMol25 structures with the same formula, charge and spin ... 0.000 eV
SMILES ... O=S1(=O)CCCC1.O=S1(=O)CCCC1.O=S1(=O)CCCC1.O=S1(=O)CCCC1.O=S1(=O)CCCC1.O=S1(=O)CCCC1.O=S1(=O)CCCC1.O=S1(=O)CCCC1.O=S1(=O)CCCC1.BrCCBr.BrCCBr
HOMO-LUMO gap ... 9.586 eV
HOMO ... -0.35242 Eh
Electronic energy ... -457315.561 eV
Net charge ... 0